Density functional theory data (wB97M-V/def2-TZVPD) for a 2-piece molecular cluster, C5H15N2O2 overall in a non-equilibrium geometry.

Properties
* gap between HOMO and LUMO: 0.40539 hartree
* net charge: +1
* ΔE to the lowest compared entry with this formula, charge and spin: 56.37 kcal/mol
* total energy: -12496.228 eV
* E_LUMO: -2.9 eV
* strongest force on any atom: 1.6 eV/Å
* HOMO level: -13.9533 eV

The geometry in XYZ format:
```
24
C5H15N2O2, DFT wB97M-V/def2-TZVPD
C 2.25958 -0.83501 0.91887
O 2.40526 -2.24902 0.92959
C 0.86416 -0.33699 0.52361
C -0.21091 -1.43519 0.47879
C -1.59057 -0.80952 0.38187
C -2.79358 0.75968 -0.86103
N -1.68632 0.21960 -0.64106
N 1.01715 0.27223 -0.86531
H 3.00104 -0.52591 0.18271
H 2.70920 -0.42315 1.82158
H 1.68454 -2.68730 1.38916
H 0.50279 0.44746 1.16780
H -0.06785 -2.11493 -0.35988
H -0.13148 -1.85900 1.48309
H -2.34817 -1.59437 0.26261
H -1.86108 -0.34683 1.34099
H -2.85430 1.47386 -1.67710
H -3.73946 0.61034 -0.35537
H 1.39670 1.21471 -0.83521
H 1.48384 -0.39912 -1.46343
H 0.04538 0.39644 -1.24983
H -0.52737 3.80567 -1.33799
H 0.58986 3.37204 -0.35452
O -0.14840 3.04433 -0.87993
```


Density functional theory data (wB97M-V/def2-TZVPD) for a 2-piece molecular cluster, C5H15N2O2 overall in a non-equilibrium geometry.

Properties
* gap between HOMO and LUMO: 0.39583 hartree
* net charge: +1
* ΔE to the lowest compared entry with this formula, charge and spin: 48.46 kcal/mol
* total energy: -12496.572 eV
* E_LUMO: -2.8 eV
* strongest force on any atom: 1.4 eV/Å
* HOMO level: -13.5272 eV

The geometry in XYZ format:
```
24
C5H15N2O2, DFT wB97M-V/def2-TZVPD
C -0.34058 -1.49983 -1.66375
O 0.62092 -1.21016 -2.65292
C 0.13798 -1.14300 -0.24523
C -1.08109 -0.90035 0.67313
C -1.02178 0.37160 1.52448
C -2.18096 2.36558 1.13114
N -1.28044 1.56650 0.76657
N 0.84819 0.16007 -0.44789
H -0.75051 -2.51300 -1.70450
H -1.24492 -0.93116 -1.90356
H 1.20099 -1.96571 -2.79204
H 0.82700 -1.89096 0.13269
H -1.99624 -0.98618 0.08909
H -1.15216 -1.68711 1.42804
H -1.57781 0.30041 2.46812
H -0.00064 0.39179 1.92980
H -2.27282 3.34037 0.66099
H -2.81779 2.18978 2.00552
H 0.17909 0.86576 -0.78633
H 1.35013 0.55186 0.34446
H 1.43348 0.06467 -1.28557
H 4.17711 0.39781 0.54262
H 3.57906 1.50690 -0.31295
O 3.36379 0.65435 0.09809
```


Density functional theory data (wB97M-V/def2-TZVPD) for C5H15N2P as an isolated structure in a non-equilibrium geometry.

Properties
* gap between HOMO and LUMO (spin up / spin down): 0.21485 / 0.24154 hartree
* ΔE to the lowest compared entry with this formula, charge and spin: 9.65 kcal/mol
* total energy: -17691.483 eV
* E_LUMO (spin up / spin down): 1.1 / -1.4 eV
* strongest force on any atom: 5.3 eV/Å
* HOMO level (spin up / spin down): -4.7784 / -7.9578 eV
* 2S+1: 3
* <S²>: 2.01

The geometry in XYZ format:
```
23
C5H15N2P, DFT wB97M-V/def2-TZVPD
C -2.52933 -0.96617 0.55109
C -0.77326 -2.25699 -0.30607
C 1.16985 0.80602 -1.63000
C 2.71882 0.82657 0.15175
C -0.54311 1.49714 1.19124
N -1.15384 -0.90693 0.20347
N 1.64946 0.05040 -0.47847
P 0.07123 -0.24257 1.09715
H -2.80559 -1.93763 0.89682
H -2.85504 -0.28205 1.40439
H -3.15939 -0.78149 -0.30042
H -1.28609 -2.27748 -1.26420
H 0.29094 -2.22323 -0.38745
H -1.12000 -2.93232 0.33427
H 0.82276 1.88954 -1.45821
H 1.82079 0.75889 -2.48650
H 0.25566 0.36928 -1.98244
H 3.58898 0.82012 -0.65515
H 2.63954 1.94386 0.37881
H 3.21789 0.40008 0.95336
H 0.30872 2.14635 1.04401
H -0.95395 1.75580 2.15444
H -1.37505 1.54283 0.58810
```


Density functional theory data (wB97M-V/def2-TZVPD) for a 2-piece molecular cluster, C5H15N2S overall.

Properties
* gap between HOMO and LUMO: 0.38538 hartree
* net charge: +1
* ΔE to the lowest compared entry with this formula, charge and spin: 27.29 kcal/mol
* total energy: -19236.630 eV
* E_LUMO: -2.8 eV
* strongest force on any atom: 0.6 eV/Å
* HOMO level: -13.3309 eV

The geometry in XYZ format:
```
23
C5H15N2S, DFT wB97M-V/def2-TZVPD
C 1.92900 -0.60149 1.17360
C 2.22925 0.58720 -0.93987
C -1.29155 0.88925 1.25675
C -2.43945 0.19606 -0.76520
C 0.31289 -0.83722 -0.61881
N 1.43240 -0.32479 -0.15452
N -1.17611 0.59176 -0.16107
S -0.36694 -2.25680 0.14165
H 2.79674 -1.26121 1.11987
H 2.23680 0.32543 1.65641
H 1.16469 -1.08115 1.77941
H 2.38057 1.52683 -0.40492
H 3.21102 0.14432 -1.12932
H 1.75367 0.79508 -1.89573
H -1.53723 -0.02282 1.79821
H -0.34994 1.29026 1.62665
H -2.07759 1.62549 1.44512
H -3.16616 1.01342 -0.74782
H -2.27874 -0.09597 -1.80287
H -2.85328 -0.64652 -0.21477
H 0.11497 -0.71548 -1.67397
H -0.80622 1.40414 -0.64994
H -1.21880 -2.54578 -0.83887
```